(1)
C5H10N2O2 | ωB97M-V with the def2-TZVPD basis set

Bonds (Å) are listed after each position.
Geometry (Å):
1 C -1.5940 0.8577 -1.2476  C3 1.480, H6 1.092, H7 1.089, H10 1.098
2 C -1.0119 1.2938 1.2286  C3 1.478, H8 1.089, H9 1.090, H11 1.100
3 C -0.9616 0.4392 0.0234  C1 1.480, C2 1.478, C4 1.450
4 C -0.4660 -0.9205 0.1129  C3 1.450, O5 1.201, C12 1.714
5 O -0.9535 -2.0110 0.2409  C4 1.201
6 H -2.0903 0.0277 -1.7557  C1 1.092
7 H -2.2916 1.6807 -1.0968  C1 1.089
8 H -0.2031 1.0292 1.9082  C2 1.089
9 H -0.9865 2.3512 0.9668  C2 1.090
10 H -0.7732 1.1952 -1.8938  C1 1.098
11 H -1.9626 1.0800 1.7383  C2 1.100
12 C 1.1787 -0.5122 -0.1464  C4 1.714, N13 1.424, N14 1.456, O15 1.322
13 N 1.7813 -1.5041 -0.9718  C12 1.424, H16 1.011, H17 1.013
14 N 1.6205 -0.5394 1.2411  C12 1.456, H18 1.013, H19 1.014
15 O 1.1167 0.7037 -0.6620  C12 1.322
16 H 1.6016 -1.3578 -1.9558  N13 1.011
17 H 1.7222 -2.4575 -0.6349  N13 1.013
18 H 1.8763 -1.4626 1.5709  N14 1.013
19 H 2.3970 0.1068 1.3338  N14 1.014

Output
* orbital gap (alpha / beta): 7.102 / 7.104 eV
* relative energy (zero: lowest compared OMol25 entry of this formula, charge and spin): 402.77 kJ/mol
* multiplicity: 1
* E_LUMO (alpha / beta): -0.686 / -0.684 eV



(2)
C6H15N2OS | ωB97M-V with the def2-TZVPD basis set

Bonds (Å) are listed after each position.
Geometry (Å):
1 C -2.5359 1.0853 1.3085  C2 1.494, H11 1.088, H12 1.095, H13 1.090
2 C -1.3908 1.1897 0.3543  C1 1.494, O3 1.205, N4 1.431
3 O -0.4809 1.9710 0.4667  C2 1.205
4 N -1.4395 0.3119 -0.7744  C2 1.431, C5 1.474, S6 1.696
5 C -1.8897 -1.0797 -0.5927  N4 1.474, H14 1.092, H15 1.088, H16 1.092
6 S -0.1665 0.5667 -1.8657  N4 1.696, C7 1.820, H17 1.356
7 C 1.0574 -0.7686 -1.6933  S6 1.820, C8 1.531, H18 1.095, H19 1.091
8 C 2.1642 -0.4782 -0.6766  C7 1.531, C9 1.549, H20 1.095, H21 1.094
9 C 1.7289 -0.5687 0.8072  C8 1.549, N10 1.455, H22 1.093, H23 1.094
10 N 2.1018 0.5527 1.6568  C9 1.455, H24 1.013, H25 1.014
11 H -2.6271 2.0356 1.8303  C1 1.088
12 H -2.3214 0.2925 2.0332  C1 1.095
13 H -3.4640 0.8327 0.7962  C1 1.090
14 H -1.2050 -1.6520 0.0364  C5 1.092
15 H -2.8853 -1.0634 -0.1553  C5 1.088
16 H -1.9730 -1.5622 -1.5682  C5 1.092
17 H 0.4918 1.4807 -1.1110  S6 1.356
18 H 1.4640 -0.8393 -2.7071  C7 1.095
19 H 0.5221 -1.7004 -1.5024  C7 1.091
20 H 2.5893 0.5097 -0.8842  C8 1.095
21 H 2.9578 -1.2004 -0.8889  C8 1.094
22 H 2.1778 -1.4681 1.2369  C9 1.093
23 H 0.6416 -0.6739 0.8725  C9 1.094
24 H 3.0304 0.9002 1.4482  N10 1.013
25 H 1.4520 1.3260 1.5727  N10 1.014

Output
* orbital gap: 9.144 eV
* relative energy (zero: lowest compared OMol25 entry of this formula, charge and spin): 0.00 kJ/mol
* multiplicity: 1
* charge: +1
* E_LUMO: -3.478 eV



(3)
C10H26B3NO3 | ωB97M-V with the def2-TZVPD basis set

Bonds (Å) are listed after each position.
Geometry (Å):
1 C 0.9417 1.0624 -1.5564  C2 1.530, H12 1.092, H13 1.091, H14 1.090
2 C 0.6549 2.1094 -2.6350  C1 1.530, C3 1.530, H15 1.094, H16 1.091
3 C -0.7911 2.6056 -2.5745  C2 1.530, C4 1.522, H17 1.095, H18 1.094
4 C -1.0351 3.5386 -1.3964  C3 1.522, N5 1.461, H19 1.093, H20 1.090
5 N -2.4135 4.0098 -1.2831  C4 1.461, B6 1.402, H21 1.011
6 B -3.4617 3.1338 -0.9689  N5 1.402, O7 1.401, O11 1.398
7 O -3.2073 1.9062 -0.3443  B6 1.401, B8 1.372
8 B -4.0919 0.8797 -0.5585  O7 1.372, O9 1.382, H22 1.188
9 O -5.3111 1.1350 -1.1576  B8 1.382, B10 1.381
10 B -5.4731 2.3529 -1.7880  O9 1.381, O11 1.372, H23 1.190
11 O -4.7912 3.4318 -1.2841  B6 1.398, B10 1.372
12 H 1.0547 1.5361 -0.5796  C1 1.092
13 H 0.1154 0.3548 -1.4803  C1 1.091
14 H 1.8720 0.5288 -1.7513  C1 1.090
15 H 1.3270 2.9593 -2.4851  C2 1.094
16 H 0.8399 1.6700 -3.6162  C2 1.091
17 H -1.4443 1.7301 -2.4995  C3 1.095
18 H -1.0459 3.1250 -3.5034  C3 1.094
19 H -0.3828 4.4085 -1.5080  C4 1.093
20 H -0.7556 3.0657 -0.4553  C4 1.090
21 H -2.6542 4.7022 -1.9794  N5 1.011
22 H -3.8086 -0.2312 -0.2456  B8 1.188
23 H -6.1291 2.4383 -2.7767  B10 1.190
24 C 3.6190 -3.4079 3.5596  C25 1.525, H30 1.091, H31 1.091, H32 1.092
25 C 2.2646 -3.7855 2.9693  C24 1.525, C26 1.528, H33 1.094, H34 1.093
26 C 2.2136 -3.6864 1.4453  C25 1.528, C27 1.530, H35 1.093, H36 1.095
27 C 2.4596 -2.2841 0.8846  C26 1.530, C28 1.528, H37 1.095, H38 1.093
28 C 1.5017 -1.2103 1.3982  C27 1.528, C29 1.525, H39 1.093, H40 1.094
29 C 0.0426 -1.4743 1.0424  C28 1.525, H41 1.092, H42 1.091, H43 1.091
30 H 3.8813 -2.3722 3.3380  C24 1.091
31 H 3.6197 -3.5198 4.6445  C24 1.091
32 H 4.4095 -4.0458 3.1578  C24 1.092
33 H 1.4857 -3.1575 3.4107  C25 1.094
34 H 2.0226 -4.8118 3.2574  C25 1.093
35 H 1.2440 -4.0537 1.0985  C26 1.093
36 H 2.9604 -4.3651 1.0210  C26 1.095
37 H 2.3863 -2.3296 -0.2070  C27 1.095
38 H 3.4864 -1.9778 1.1026  C27 1.093
39 H 1.8029 -0.2490 0.9745  C28 1.093
40 H 1.5996 -1.1063 2.4825  C28 1.094
41 H -0.0867 -1.5504 -0.0393  C29 1.092
42 H -0.5972 -0.6649 1.3977  C29 1.091
43 H -0.3242 -2.3999 1.4889  C29 1.091

Output
* orbital gap: 10.551 eV
* multiplicity: 1
* E_LUMO: 0.647 eV



(4)
C25H22N2O3 | ωB97M-V with the def2-TZVPD basis set

Bonds (Å) are listed after each position.
Geometry (Å):
1 C 0.2617 0.9291 -2.1522  C2 1.435, N10 1.375, H13 1.085
2 C -1.0430 0.4172 -2.4613  C1 1.435, O3 1.252, C4 1.491
3 O -1.1682 -0.7932 -2.7581  C2 1.252
4 C -2.2356 1.3099 -2.3998  C2 1.491, C5 1.397, C9 1.400
5 C -2.3630 2.4268 -3.2285  C4 1.397, C6 1.400, H14 1.089
6 C -3.5868 3.1025 -3.3000  C5 1.400, C7 1.400, H15 1.091
7 C -4.6392 2.7336 -2.4528  C6 1.400, C8 1.399, H16 1.089
8 C -4.5014 1.6303 -1.6035  C7 1.399, C9 1.394, H17 1.090
9 C -3.3200 0.8903 -1.6204  C4 1.400, C8 1.394, H18 1.093
10 N 0.5219 2.1782 -1.6401  C1 1.375, O11 1.279, O12 1.259
11 O 1.6660 2.4230 -1.1225  N10 1.279
12 O -0.3544 3.0815 -1.6665  N10 1.259
13 H 1.1152 0.2603 -2.1920  C1 1.085
14 H -1.5181 2.7546 -3.8330  C5 1.089
15 H -3.7065 3.9173 -4.0163  C6 1.091
16 H -5.5692 3.3011 -2.4544  C7 1.089
17 H -5.3181 1.3154 -0.9547  C8 1.090
18 H -3.1987 -0.0144 -1.0187  C9 1.093
19 C 4.8546 -0.8985 -0.7638  C20 1.470, H37 1.093, H38 1.104, H39 1.102
20 C 3.9045 -0.2860 0.1760  C19 1.470, N21 1.348, C28 1.432
21 N 4.3000 0.7447 0.9491  C20 1.348, C22 1.390, H40 1.017
22 C 3.2564 1.1985 1.7478  N21 1.390, C23 1.414, C27 1.383
23 C 2.1293 0.3815 1.4973  C22 1.414, C24 1.392, C28 1.477
24 C 0.9463 0.6531 2.1795  C23 1.392, C25 1.403, H41 1.088
25 C 0.9331 1.6953 3.1184  C24 1.403, C26 1.404, H42 1.089
26 C 2.0543 2.5176 3.3103  C25 1.404, C27 1.400, H43 1.087
27 C 3.2447 2.2761 2.6143  C22 1.383, C26 1.400, H44 1.088
28 C 2.5273 -0.5737 0.4434  C20 1.432, C23 1.477, C29 1.395
29 C 1.7302 -1.4979 -0.2322  C28 1.395, C30 1.440, H45 1.095
30 C 0.5861 -2.1783 0.3179  C29 1.440, C31 1.423, C36 1.420
31 C 0.4753 -2.5351 1.6915  C30 1.423, C32 1.391, H46 1.093
32 C -0.7139 -3.0519 2.1941  C31 1.391, C33 1.404, H47 1.094
33 C -1.8425 -3.1970 1.3722  C32 1.404, C34 1.499, C35 1.402
34 C -3.1570 -3.6050 1.9655  C33 1.499, H48 1.093, H49 1.097, H50 1.099
35 C -1.7063 -2.9698 -0.0043  C33 1.402, C36 1.383, H51 1.094
36 C -0.4960 -2.5475 -0.5240  C30 1.420, C35 1.383, H52 1.088
37 H 4.4050 -1.8007 -1.1869  C19 1.093
38 H 5.1373 -0.2046 -1.5739  C19 1.104
39 H 5.7812 -1.1571 -0.2259  C19 1.102
40 H 5.2456 1.1201 0.9503  N21 1.017
41 H 0.0605 0.0546 1.9780  C24 1.088
42 H 0.0331 1.8827 3.7025  C25 1.089
43 H 1.9972 3.3554 4.0001  C26 1.087
44 H 4.1476 2.8720 2.7307  C27 1.088
45 H 2.0408 -1.7687 -1.2472  C29 1.095
46 H 1.3515 -2.4014 2.3316  C31 1.093
47 H -0.7787 -3.3256 3.2511  C32 1.094
48 H -3.8718 -3.8444 1.1742  C34 1.093
49 H -3.0504 -4.4882 2.6068  C34 1.097
50 H -3.5902 -2.8053 2.5818  C34 1.099
51 H -2.5754 -3.1013 -0.6562  C35 1.094
52 H -0.4024 -2.3770 -1.5949  C36 1.088

Output
* orbital gap: 4.891 eV
* relative energy (zero: lowest compared OMol25 entry of this formula, charge and spin): 553.51 kJ/mol
* multiplicity: 1
* E_LUMO: -2.179 eV